Entry 1:
Molecular formula: C4H6O2
Method: DFT, wB97M-V/def2-TZVPD

Gap between HOMO and LUMO ... 10.65 eV
SMILES string ... C=C[C@@H](O)C=O
2S+1 ... 1
Charge ... 0

```
12
Properties=species:S:1:pos:R:3:nbo_charge:R:1
O -1.3042 -0.5930 0.7958 -0.704
O -0.1263 2.6239 0.1154 -0.510
C 0.4846 -0.2583 -0.7957 -0.206
C 1.2219 -1.1921 -0.2007 -0.395
C -0.7469 0.3145 -0.1267 -0.053
C -0.3386 1.5639 0.6473 0.441
H -0.2227 1.4087 1.7410 0.124
H 2.0985 -1.6249 -0.6711 0.210
H 0.9629 -1.5471 0.7942 0.205
H -1.2876 -1.4568 0.3604 0.477
H -1.4819 0.6302 -0.8813 0.191
H 0.7403 0.1309 -1.7786 0.219
```

---

Entry 2:
Molecular formula: C4H6O2
Method: DFT, wB97M-V/def2-TZVPD

Gap between HOMO and LUMO (spin up / spin down) ... 8.11 / 7.97 eV
2S+1 ... 1
Charge ... 0

```
12
Properties=species:S:1:pos:R:3:nbo_charge:R:1
O -2.0211 -0.0260 -1.3738 -0.525
O 0.3339 -0.1788 1.9119 -0.686
C 0.1698 0.3216 -0.4708 -0.417
C 0.9110 0.2993 0.7767 0.174
C -1.4598 0.8097 -0.7114 0.360
C 0.2787 -1.1421 -0.6336 -0.370
H 0.9342 -0.1104 2.6648 0.489
H -2.1921 1.6311 -0.4238 0.144
H -0.2330 -1.8408 0.0301 0.206
H 1.7223 1.0258 0.9666 0.182
H 0.8253 0.8093 -1.2184 0.240
H 0.7308 -1.5989 -1.5182 0.203
```

---

Question: What is the 2S+1 in the second record?
Answer: 1